Entry 1:
The following is a quantum chemistry calculation of a molecular structure, C21H35Br2CrN10S, from the OMol25 dataset.

Geometry as XYZ:
```
70
Properties=species:S:1:pos:R:3:forces:R:3:mulliken_spin:R:1
Br 1.194 -1.886 0.737 0.0 -0.1 0.0 -0.0070
Br 0.944 -1.512 -2.370 0.1 -0.2 0.0 0.0055
Cr -0.375 0.000 -0.384 0.1 0.1 -0.6 3.1822
S 1.642 1.286 -0.597 -0.3 0.1 0.0 -0.1049
N -0.517 2.691 -2.770 0.1 -0.1 -0.1 0.0070
N -1.380 -3.401 -0.872 0.0 0.1 0.1 0.0043
N -2.073 -1.220 -0.298 -0.1 0.2 0.0 -0.0489
N -0.220 2.509 0.879 -0.1 0.3 0.0 0.0294
N -0.396 1.176 1.261 0.2 -0.2 0.5 -0.1224
N -1.211 -1.250 2.551 -0.1 0.1 0.0 0.0103
N -2.673 3.185 -2.361 0.0 0.0 -0.1 0.0062
N -3.377 -3.185 0.188 0.0 0.0 0.0 0.0084
N -1.746 1.169 -1.441 -0.2 -0.4 0.0 -0.0453
N 1.174 3.909 -0.276 -0.1 0.0 0.0 -0.0068
C -1.604 -4.649 -0.116 0.0 0.1 -0.1 0.0004
C 0.166 -1.957 4.858 0.0 0.0 0.0 -0.0018
C 0.785 2.665 0.079 0.1 -0.3 0.0 0.0102
C -3.098 -4.627 0.194 0.0 0.0 -0.1 -0.0013
C -1.734 -3.595 -2.301 0.1 0.0 0.0 0.0004
C -1.667 2.257 -2.190 0.0 0.2 0.3 -0.0017
C -2.062 4.455 -2.775 0.0 -0.1 0.0 -0.0010
C -3.099 0.842 -0.929 0.1 0.1 -0.1 0.0118
C -4.739 -2.745 0.488 0.1 0.0 0.0 -0.0005
C 0.335 -0.705 4.288 0.2 0.1 0.1 0.0064
C -0.692 4.039 -3.308 0.0 -0.1 0.0 -0.0012
C -1.388 -2.437 3.125 0.0 0.0 0.0 -0.0025
C -0.227 0.959 2.529 -0.1 0.2 -0.2 0.0243
C -3.027 -0.201 0.161 0.2 -0.1 -0.1 0.0039
C -2.321 -2.492 -0.299 -0.1 -0.1 0.1 0.0076
C 1.998 -2.323 -0.968 -0.1 0.1 0.1 -0.0018
C 0.353 1.815 -3.548 -0.1 0.1 0.0 0.0042
C -0.375 -0.388 3.135 -0.1 -0.1 0.0 0.0172
C -0.727 -2.840 4.277 0.0 0.0 0.0 0.0058
C -4.030 2.901 -2.854 0.1 0.0 0.2 0.0008
C 0.158 2.082 3.434 0.0 0.0 0.1 -0.0061
H -0.108 1.871 4.467 0.0 0.0 0.0 0.0004
H -1.979 5.126 -1.921 0.0 0.0 0.1 0.0002
H -2.667 4.942 -3.534 0.0 0.0 0.0 -0.0004
H -4.025 -0.569 0.346 0.0 0.0 0.1 0.0204
H -3.332 -5.056 1.169 0.0 0.0 0.0 0.0004
H -0.318 3.002 3.110 0.0 0.0 0.0 0.0022
H -4.794 3.169 -2.125 0.0 0.0 0.0 -0.0005
H -3.706 -5.141 -0.553 0.0 0.0 0.0 0.0002
H 1.394 2.108 -3.437 0.0 0.0 0.1 0.0009
H -5.379 -3.623 0.464 0.0 0.0 0.0 -0.0001
H 2.060 4.021 -0.735 0.0 0.0 -0.1 -0.0003
H 1.981 -3.396 -1.091 -0.1 -0.1 0.0 -0.0009
H -4.197 3.488 -3.756 0.0 0.0 0.0 -0.0008
H 0.081 1.884 -4.607 0.0 0.0 0.0 0.0002
H 0.106 4.690 -2.958 0.0 0.0 0.0 0.0002
H 0.245 0.788 -3.225 0.0 0.1 0.0 -0.0062
H 1.240 2.242 3.371 0.0 0.0 0.0 0.0027
H 0.715 -2.229 5.751 0.0 0.0 0.0 0.0001
H -3.590 1.739 -0.549 0.0 0.1 0.0 0.0010
H -3.709 0.420 -1.725 0.0 0.0 -0.2 -0.0073
H 2.995 -1.909 -1.001 0.1 0.1 0.0 0.0011
H -1.298 -5.516 -0.696 0.0 0.0 0.0 -0.0001
H -2.102 -3.098 2.640 0.0 0.0 0.0 0.0006
H -4.827 -2.294 1.477 0.0 0.0 0.0 0.0006
H -1.863 -2.631 -2.787 0.0 0.0 0.0 0.0000
H -2.659 0.218 1.094 0.0 0.0 0.1 -0.0104
H 1.023 0.005 4.731 -0.1 -0.1 0.0 0.0007
H -0.663 4.012 -4.400 0.0 0.0 0.0 0.0004
H -1.016 -4.612 0.802 0.0 0.0 0.0 0.0003
H -2.658 -4.168 -2.427 0.0 0.0 0.0 0.0000
H -4.147 1.862 -3.134 0.0 -0.1 0.0 0.0001
H -0.911 -3.815 4.708 0.0 0.0 0.0 0.0002
H 0.822 4.689 0.257 0.0 0.0 0.0 0.0013
H -0.926 -4.129 -2.797 0.0 0.0 0.0 -0.0005
H -5.107 -2.055 -0.268 0.0 -0.1 0.0 0.0003
```
Forces are in eV/Å.

The total charge is +2. For the HOMO energy (alpha / beta), the calculation gives -0.50745 / -0.51036 Ha. Its spin multiplicity is 4. As for the gap between HOMO and LUMO (alpha / beta): 7.407 / 8.020 eV. The value obtained for the electronic energy is -216574.9164 eV. The energy above the lowest of the compared OMol25 structures with the same formula, charge and spin is 261.0 kJ/mol.

---

Entry 2:
The following is a quantum chemistry calculation of a molecular structure, C21H35Br2F9N2O6PS3 at a distorted geometry, from the OMol25 dataset.

Geometry as XYZ:
```
79
Properties=species:S:1:pos:R:3:forces:R:3:mulliken_charge:R:1
Br 0.272 -4.008 -0.228 -0.7 -0.3 -0.6 -0.0395
Br 1.930 -2.918 -2.693 -0.5 -0.2 -0.2 -0.0889
S -0.871 4.262 2.260 -0.3 -0.1 0.1 1.1770
S 1.577 -0.297 0.390 0.4 0.4 0.4 1.3544
S 4.358 5.266 0.480 -0.2 0.3 0.2 1.2338
P -2.703 -4.098 -0.321 -2.8 0.4 2.1 0.1462
F -1.040 -8.848 -0.916 0.4 0.1 -0.7 -0.2346
F -3.738 -8.752 -0.745 -0.2 -0.4 -0.4 -0.2643
F -3.669 -6.984 0.409 0.2 1.0 0.1 -0.2548
F -2.019 -5.956 -3.761 -0.5 0.4 -0.3 -0.3615
F -1.917 -8.891 1.016 -0.2 -0.1 0.5 -0.2582
F -0.749 -6.406 -2.169 0.3 -0.3 1.2 -0.2694
F -3.069 -7.876 -2.861 0.7 -0.4 -0.2 -0.2959
F -0.893 -7.124 0.401 0.3 0.7 -0.1 -0.2003
F -4.284 -6.340 -2.087 -0.2 0.8 0.3 -0.2275
O 3.349 4.881 -0.478 0.2 -0.3 -0.1 -0.6855
O 5.517 4.443 0.724 -0.1 -0.2 -0.2 -0.6745
O 1.454 -0.214 -1.050 -0.3 -0.2 0.1 -0.6244
O -0.087 3.076 2.521 0.0 0.4 0.2 -0.7006
O -0.263 5.567 2.232 0.3 -0.1 0.0 -0.6735
O 0.631 -1.067 1.173 -0.2 -0.1 -0.3 -0.7032
N -2.009 -4.441 -2.076 1.7 -0.1 1.6 0.0672
N -4.252 -4.026 -0.322 0.6 0.0 0.1 -0.6983
C 4.028 0.477 0.900 0.0 0.1 -0.1 -0.7430
C -2.985 -2.127 -2.560 0.1 -0.4 0.1 -1.2157
C 1.724 1.356 1.064 0.1 0.1 0.1 -0.4705
C 3.571 5.623 2.046 -0.1 0.2 0.3 -0.4914
C -0.594 -3.949 -1.963 1.0 0.4 0.7 -0.0985
C -3.289 3.930 1.186 0.0 0.0 0.1 -0.6590
C -0.280 -3.460 -4.409 0.6 0.8 -0.3 -1.1884
C 4.258 6.897 2.529 0.1 0.0 -0.1 -0.7806
C 4.372 7.803 1.297 -0.1 0.0 0.0 -0.6665
C -1.821 4.033 0.754 -0.3 -0.1 -0.3 -0.5993
C -2.923 -3.632 -2.935 -1.3 1.5 -1.0 -0.9222
C 3.241 -0.825 0.791 0.3 0.0 0.0 -0.7058
C -1.943 -5.926 -2.417 -0.4 0.2 -2.0 0.8183
C 3.124 1.443 1.672 0.1 -0.1 0.1 -0.1528
C 4.899 6.944 0.141 0.1 0.4 0.0 -0.6870
C -2.270 4.304 3.372 -0.3 0.1 0.1 -0.8072
C -3.083 -6.896 -1.955 -0.4 -0.7 0.1 0.6897
C -3.031 -7.633 -0.573 -0.1 -0.8 0.4 0.5515
C 0.157 -3.515 -2.968 0.1 -0.1 -0.9 0.3935
C -1.662 -8.113 -0.020 -0.4 -0.7 0.4 0.6121
C -3.440 4.726 2.489 0.0 0.0 -0.1 -0.5525
H -1.072 -2.719 -4.509 -0.2 -0.2 -0.1 0.2242
H 3.090 1.148 2.724 0.0 0.0 0.0 0.3790
H -2.712 -3.671 -3.994 0.7 -0.7 0.2 0.9248
H -1.477 3.131 0.251 0.2 0.1 0.0 0.2947
H -1.648 4.899 0.118 0.1 0.0 0.1 0.4010
H 4.984 0.327 1.399 0.0 0.0 0.0 0.4018
H 3.611 -1.494 0.016 -0.1 0.0 0.0 0.3904
H 0.533 -3.055 -5.007 0.1 -0.1 0.0 0.5172
H 4.229 0.876 -0.097 0.0 0.0 0.0 0.2852
H 3.385 8.196 1.043 0.0 0.0 0.0 0.2959
H -3.944 -4.003 -2.862 0.2 -0.5 0.5 0.5006
H -4.395 4.531 2.974 0.0 0.0 0.0 0.3644
H -2.237 -2.830 0.045 0.8 -0.3 -0.8 0.2234
H 0.953 1.514 1.812 0.0 -0.2 -0.3 0.2891
H -3.922 -1.928 -2.047 0.1 0.1 0.2 0.4325
H -0.533 -4.417 -4.855 -0.3 -0.1 0.3 0.2377
H -2.976 -1.527 -3.467 0.1 -0.1 -0.1 0.3753
H -3.547 2.884 1.367 0.0 0.0 0.0 0.3025
H 3.494 2.464 1.630 0.1 0.0 0.0 -0.2994
H 3.201 -1.346 1.748 -0.1 0.0 0.0 0.3818
H 5.987 6.940 0.105 0.0 -0.1 0.0 0.3574
H 3.696 7.372 3.331 0.0 0.0 0.0 0.3690
H -2.144 -1.795 -1.952 0.0 0.1 0.0 0.3277
H 4.498 7.258 -0.819 0.0 -0.2 -0.1 0.3453
H 2.511 5.794 1.854 0.0 -0.1 0.0 0.2389
H 5.025 8.655 1.481 0.0 0.0 0.0 0.3582
H -2.412 3.296 3.763 0.1 0.0 0.0 0.3539
H 5.255 6.663 2.909 0.0 0.0 0.0 0.3371
H -4.658 -4.724 0.294 -0.3 -0.2 -0.5 0.3187
H 3.699 4.779 2.721 0.0 -0.1 -0.1 0.4959
H -3.953 4.300 0.407 0.0 0.0 0.0 0.3298
H -2.250 -5.085 0.568 0.6 0.1 -0.5 0.1820
H -2.068 4.996 4.186 0.2 0.0 0.0 0.4002
H 1.600 2.065 0.247 0.0 -0.1 -0.1 0.3245
H -3.381 5.795 2.278 0.0 0.0 0.0 0.2908
```
Forces are in eV/Å.

The total charge is +1. For the HOMO energy, the calculation gives -0.43256 Ha. Its spin multiplicity is 1. As for the gap between HOMO and LUMO: 8.661 eV. The value obtained for the electronic energy is -243936.0914 eV. The energy above the lowest of the compared OMol25 structures with the same formula, charge and spin is 0.0 kJ/mol.

---

> The lowest electronic energy belongs to which entry?

C21H35Br2F9N2O6PS3

---

> What is the spin multiplicity in the first record?

4

---

> electronic energy of number 1 (C21H35Br2CrN10S)?

-216574.9164 eV